The following is a quantum chemistry calculation of C42H28ClCrN7O8S2Se as an isolated structure, from the OMol25 dataset.

## Properties
spin multiplicity: 2
E_LUMO (spin up / spin down): 1.3001 / 1.2711 eV
maximum force: 0.98 eV/Å
total charge: -1

Geometry as XYZ:
```
90
Properties=species:S:1:pos:R:3:forces:R:3
Cr -1.1486 0.3944 0.0361 0.469 -0.413 0.534
S -5.9158 3.6878 -0.2790 0.055 -0.028 -0.031
C -7.5124 4.2754 -0.3455 -0.017 0.014 0.005
C -8.4302 3.2699 -0.2900 0.011 -0.052 0.007
C -7.8184 1.9950 -0.1857 -0.140 0.007 -0.032
C -6.4525 2.0553 -0.1674 0.170 -0.018 0.041
C -5.5004 0.9382 -0.0525 -0.061 0.132 0.028
C -4.1123 1.1822 0.0237 0.005 0.099 0.007
N -3.2269 0.2270 0.1551 -0.145 -0.262 -0.021
C -3.6476 -1.0555 0.2109 0.177 0.017 0.078
C -4.9858 -1.4099 0.1000 -0.151 -0.110 0.017
C -5.3325 -2.8079 0.1011 -0.034 0.118 -0.007
C -4.3826 -3.7612 0.1890 0.130 -0.044 0.001
C -2.9897 -3.4134 0.3082 -0.117 -0.137 0.029
C -1.9468 -4.3529 0.3369 -0.090 -0.053 -0.035
C -0.6411 -3.9308 0.4285 0.099 -0.085 0.043
C -0.4129 -2.5464 0.5434 0.157 0.014 0.086
N -1.3652 -1.6486 0.4962 -0.141 -0.300 -0.072
C -2.6425 -2.0669 0.3547 -0.032 0.201 0.011
C 0.5081 -4.8497 0.3626 -0.075 0.143 -0.014
C 0.5023 -6.2144 0.2980 0.042 -0.133 0.046
C 1.8036 -6.7707 0.1802 -0.069 0.008 -0.001
C 2.7720 -5.8135 0.1487 0.019 -0.023 -0.013
S 2.1192 -4.2451 0.2612 -0.025 0.083 -0.025
C -5.9188 -0.3707 -0.0262 -0.033 -0.099 -0.039
H -7.6904 5.3352 -0.4323 -0.007 -0.015 0.003
H -9.4986 3.4282 -0.3217 0.012 0.001 -0.009
H -8.3782 1.0716 -0.1338 0.012 0.017 0.017
H -3.7150 2.1885 -0.0512 -0.005 -0.008 0.006
H -6.3770 -3.0804 0.0090 0.005 0.010 -0.004
H -4.6510 -4.8105 0.1627 0.002 0.007 0.002
H -2.1851 -5.4069 0.2542 -0.001 0.009 -0.012
H 0.5869 -2.1619 0.6856 -0.082 -0.050 -0.045
H -0.3985 -6.8114 0.3336 0.010 0.015 -0.004
H 2.0046 -7.8303 0.1150 0.003 0.010 0.006
H 3.8384 -5.9422 0.0556 -0.018 -0.013 -0.001
H -6.9700 -0.6160 -0.1165 0.013 -0.006 0.000
O -1.2343 0.9146 1.8078 -0.377 -0.260 0.055
N -0.7044 1.6337 2.7767 -0.060 -0.183 -0.317
N 0.2741 2.3419 2.4038 0.387 0.493 0.205
O 0.7453 2.4355 1.2519 -0.030 -0.040 0.161
C 0.8861 3.1401 3.4671 0.010 -0.098 -0.073
C 0.5569 2.9565 4.8016 -0.067 -0.082 -0.023
C 1.1958 3.7265 5.7595 -0.001 0.003 -0.002
C 2.1513 4.6650 5.3878 -0.019 -0.029 -0.004
C 2.4630 4.8349 4.0478 -0.010 0.002 -0.001
C 1.8321 4.0674 3.0782 0.064 0.066 -0.053
H -0.1806 2.2142 5.0687 0.020 0.022 0.025
H 0.9486 3.5870 6.8043 0.005 -0.003 -0.003
H 2.6549 5.2547 6.1434 -0.018 0.017 -0.004
H 3.2009 5.5683 3.7493 0.010 -0.011 -0.005
H 2.0569 4.1660 2.0261 0.000 -0.001 0.003
O -1.6660 1.0478 -3.6129 -0.114 -0.226 0.107
Cl -2.2635 -0.1106 -3.0460 0.078 -0.170 0.081
O -2.2119 -1.2380 -3.9307 -0.038 0.252 0.162
O -3.6190 0.1499 -2.6238 0.210 -0.054 -0.197
O -1.4929 -0.5378 -1.8213 -0.059 0.326 -0.105
O 1.3711 -0.5146 1.9871 -0.010 0.170 0.121
C 1.7094 -0.1511 0.8717 -0.085 -0.115 -0.209
N 3.0153 0.0051 0.4864 0.081 0.177 0.007
C 3.1507 0.1209 -0.9418 0.045 -0.048 -0.062
C 1.6440 0.2476 -1.3299 -0.050 -0.070 0.331
O 1.2750 0.4112 -2.4689 -0.159 0.155 -0.095
N 0.8737 0.0784 -0.2110 0.176 -0.034 -0.314
C 3.7616 -1.1555 -1.5544 -0.087 0.003 0.022
C 3.3525 -1.6530 -2.7890 0.016 0.012 0.014
C 3.9095 -2.8195 -3.2980 0.024 -0.009 0.028
C 4.8877 -3.5033 -2.5915 0.006 0.030 0.035
C 5.3137 -3.0045 -1.3674 -0.026 0.025 -0.017
C 4.7545 -1.8409 -0.8585 0.027 -0.012 -0.010
C 3.9778 1.3352 -1.3648 -0.018 -0.042 0.018
C 3.7581 1.9844 -2.5751 0.017 0.001 -0.061
C 4.5480 3.0651 -2.9426 0.024 -0.004 0.021
C 5.5756 3.5022 -2.1192 -0.031 -0.010 0.029
C 5.8069 2.8499 -0.9166 0.001 -0.010 -0.029
C 5.0106 1.7769 -0.5440 0.004 0.035 0.009
H 3.7498 -0.2257 1.1279 -0.054 -0.115 0.024
H 2.5814 -1.1316 -3.3390 -0.012 0.002 -0.005
H 3.5682 -3.1992 -4.2531 -0.014 0.013 0.004
H 5.3182 -4.4139 -2.9897 -0.012 0.002 -0.003
H 6.0826 -3.5208 -0.8048 0.007 0.007 -0.003
H 5.1056 -1.4721 0.0980 -0.008 -0.015 -0.009
H 2.9498 1.6565 -3.2145 0.014 -0.001 0.027
H 4.3496 3.5729 -3.8781 -0.005 0.001 0.004
H 6.1818 4.3534 -2.4032 0.012 -0.015 -0.018
H 6.6055 3.1783 -0.2626 -0.015 0.012 0.008
H 5.1920 1.2969 0.4097 -0.005 0.006 -0.002
Se -2.0638 4.8559 -1.4940 -0.055 0.201 -0.051
C -1.5478 3.2204 -1.0472 0.064 -0.244 0.124
N -1.2508 2.1459 -0.7099 -0.011 0.808 -0.553
```
Positions in Å, forces in eV/Å.

Atomic charges from the Mulliken analysis, expressed in e, are listed below: number 1, Cr, carries -0.119; number 2, S, carries -0.025; number 3, C, carries -0.419; number 4, C, carries -0.555; number 5, C, carries -0.526; number 6, C, carries 0.398; number 7, C, carries 0.946; number 8, C, carries -0.691; number 9, N, carries 1.037; number 10, C, carries -0.344; number 11, C, carries 0.853; number 12, C, carries -1.121; number 13, C, carries -1.236; number 14, C, carries 0.794; number 15, C, carries -0.798; number 16, C, carries 0.136; number 17, C, carries 0.333; number 18, N, carries 0.964; number 19, C, carries -0.471; number 20, C, carries 0.461; number 21, C, carries -0.578; number 22, C, carries -0.761; number 23, C, carries -0.354; number 24, S, carries 0.254; number 25, C, carries -0.856; number 26, H, carries 0.414; number 27, H, carries 0.368; number 28, H, carries 0.335; number 29, H, carries 0.139; number 30, H, carries 0.438; number 31, H, carries 0.404; number 32, H, carries 0.368; number 33, H, carries -0.167; number 34, H, carries 0.372; number 35, H, carries 0.387; number 36, H, carries 0.453; number 37, H, carries 0.361; number 38, O, carries 0.019; number 39, N, carries -1.319; number 40, N, carries 1.480; number 41, O, carries -0.635; number 42, C, carries 0.132; number 43, C, carries -0.269; number 44, C, carries -0.545; number 45, C, carries -0.399; number 46, C, carries -0.621; number 47, C, carries -0.396; number 48, H, carries 0.436; number 49, H, carries 0.352; number 50, H, carries 0.367; number 51, H, carries 0.365; number 52, H, carries 0.501; number 53, O, carries -0.616; number 54, Cl, carries 1.749; number 55, O, carries -0.719; number 56, O, carries -0.674; number 57, O, carries -0.535; number 58, O, carries -0.731; number 59, C, carries -1.148; number 60, N, carries 0.344; number 61, C, carries 2.903; number 62, C, carries -0.919; number 63, O, carries -0.635; number 64, N, carries 1.934; number 65, C, carries -0.203; number 66, C, carries -0.174; number 67, C, carries -1.000; number 68, C, carries -0.375; number 69, C, carries -1.016; number 70, C, carries -0.078; number 71, C, carries -0.778; number 72, C, carries -0.060; number 73, C, carries -1.089; number 74, C, carries -0.374; number 75, C, carries -0.961; number 76, C, carries -0.199; number 77, H, carries 0.339; number 78, H, carries 0.557; number 79, H, carries 0.414; number 80, H, carries 0.410; number 81, H, carries 0.401; number 82, H, carries 0.195; number 83, H, carries 0.607; number 84, H, carries 0.414; number 85, H, carries 0.394; number 86, H, carries 0.392; number 87, H, carries 0.261; number 88, Se, carries -0.274; number 89, C, carries 0.277; number 90, N, carries -0.695

***

The following is a quantum chemistry calculation of C42H29Cl3N11O2S2Zr as an isolated structure, from the OMol25 dataset.

## Properties
spin multiplicity: 1
E_LUMO (spin up / spin down): 1.0929 / 1.0940 eV
maximum force: 0.57 eV/Å
total charge: -1

Geometry as XYZ:
```
90
Properties=species:S:1:pos:R:3:forces:R:3
Zr 0.0695 -0.1044 0.3139 -0.045 0.088 -0.560
C -1.2943 5.0667 -3.9994 -0.001 0.001 0.006
C -0.1630 4.6170 -4.6888 0.001 -0.007 -0.007
C 0.4479 3.4170 -4.3556 0.011 0.010 0.013
C -0.1018 2.6905 -3.3127 -0.006 -0.050 0.017
C 0.2767 1.4206 -2.6830 -0.005 0.036 -0.021
N 1.3481 0.7587 -3.0992 -0.010 0.065 -0.042
C 1.6369 -0.4296 -2.6110 0.032 -0.080 0.015
C 2.7362 -1.2440 -3.1452 -0.007 -0.009 0.015
C 3.7185 -0.9854 -4.0849 0.020 0.028 -0.018
C 4.6229 -2.0008 -4.3614 -0.018 0.023 -0.004
C 4.5303 -3.2423 -3.7247 -0.016 -0.012 0.018
C 3.5333 -3.4996 -2.7945 0.026 -0.037 -0.014
C 2.6456 -2.4758 -2.5104 -0.031 0.029 0.016
C 1.4922 -2.3832 -1.6059 0.008 0.057 -0.003
N 1.0224 -3.4083 -0.9607 0.043 -0.081 0.012
C -0.0961 -3.3418 -0.2275 -0.120 0.077 -0.030
N -0.8082 -2.2514 0.1145 0.050 -0.023 0.023
C -1.9194 -2.6680 0.8155 0.063 -0.027 -0.092
N -2.8821 -1.9333 1.3213 -0.025 -0.054 0.093
C -3.0090 -0.6400 1.1078 -0.029 0.118 -0.037
N -2.2069 0.1429 0.3134 -0.086 -0.083 0.011
C -2.8374 1.3139 0.1004 -0.009 0.031 0.006
N -2.5092 2.2523 -0.7925 -0.050 0.051 0.078
C -1.5064 2.1239 -1.6108 0.066 -0.002 -0.095
N -0.5773 1.1068 -1.6923 -0.052 -0.002 0.073
C -1.2241 3.1341 -2.6328 -0.018 -0.004 0.009
C -1.8439 4.3277 -2.9624 -0.002 0.002 0.003
C -4.0440 1.3764 0.8999 0.026 -0.018 -0.023
C -5.0051 2.3684 1.0805 -0.021 0.024 0.004
C -6.0600 2.0936 1.9277 0.015 -0.006 -0.016
C -6.1681 0.8471 2.5708 0.011 -0.008 -0.001
C -5.2261 -0.1438 2.3788 -0.036 -0.010 0.011
C -4.1515 0.1372 1.5377 0.030 -0.001 -0.011
C -1.9006 -4.1136 0.9254 -0.028 0.000 0.039
C -2.7607 -5.0223 1.5328 -0.025 -0.018 0.009
C -2.4273 -6.3627 1.4707 -0.029 0.029 0.011
C -1.2652 -6.7937 0.8116 0.034 0.012 -0.025
C -0.4140 -5.8892 0.2039 0.021 -0.048 -0.003
C -0.7453 -4.5405 0.2758 0.044 -0.005 -0.012
N 0.9765 -1.1123 -1.6552 -0.065 0.005 0.039
H -1.7431 6.0108 -4.2825 -0.002 0.001 0.002
H 0.2397 5.2206 -5.4928 0.003 -0.003 0.000
H 1.3231 3.0564 -4.8805 -0.001 0.001 -0.005
H 3.7754 -0.0214 -4.5731 0.003 -0.001 0.001
H 5.4152 -1.8335 -5.0803 -0.001 0.002 -0.001
H 5.2522 -4.0132 -3.9647 0.000 -0.003 0.003
H 3.4472 -4.4574 -2.2982 0.005 0.000 -0.003
H -2.7156 4.6657 -2.4175 -0.002 0.003 -0.006
H -4.9131 3.3208 0.5744 -0.001 0.001 0.003
H -6.8191 2.8455 2.1043 0.001 0.003 0.000
H -7.0086 0.6672 3.2300 0.000 -0.002 0.000
H -5.3035 -1.1063 2.8677 -0.001 0.001 -0.001
H -3.6510 -4.6772 2.0423 -0.001 -0.010 0.000
H -3.0691 -7.0983 1.9401 -0.004 0.006 0.002
H -1.0356 -7.8518 0.7847 0.005 0.001 -0.003
H 0.4863 -6.2068 -0.3058 -0.003 -0.001 0.001
C 4.4866 2.6426 0.9632 0.056 -0.005 0.032
C 3.8998 1.5208 0.1682 0.003 0.089 -0.091
N 3.6682 1.5699 -1.0830 -0.009 -0.008 0.061
O 4.0120 2.8067 -1.6279 0.011 0.024 0.003
C 3.4756 0.2529 0.8029 0.018 -0.015 -0.069
C 4.4159 -0.5723 1.6192 -0.050 0.004 0.019
N 2.2712 -0.0852 0.5663 0.162 0.076 -0.011
O 1.7503 -1.2319 0.9908 0.171 -0.280 0.147
H 5.3743 3.0433 0.4730 0.002 -0.003 0.018
H 4.7324 2.3251 1.9752 -0.005 -0.011 -0.012
H 3.7428 3.4396 1.0223 -0.034 -0.011 -0.017
H 3.5896 2.7658 -2.4931 -0.006 -0.035 -0.013
H 4.8115 0.0183 2.4481 0.012 -0.007 0.001
H 5.2619 -0.9043 1.0138 -0.003 -0.007 -0.016
H 3.8917 -1.4386 2.0159 0.009 0.002 0.005
C -1.3642 3.9331 3.6986 -0.003 0.007 -0.005
C -0.3771 3.2722 2.7623 0.066 -0.026 -0.135
S 0.5060 1.9174 3.4532 -0.083 -0.064 0.074
C -0.2074 3.6147 1.4670 -0.044 0.030 -0.012
C -0.9747 4.7802 0.8887 0.047 -0.032 -0.015
S 0.8190 2.7659 0.3389 0.014 -0.028 0.117
H -1.2300 3.5644 4.7148 -0.004 0.002 0.003
H -2.3990 3.7220 3.4088 -0.004 -0.004 0.002
H -1.2426 5.0182 3.7211 0.001 0.004 0.002
H -1.3030 5.4896 1.6486 -0.011 0.011 0.001
H -1.8535 4.4146 0.3514 -0.016 -0.011 0.006
H -0.3474 5.2951 0.1603 0.003 0.003 0.003
Cl -1.8085 -0.6934 4.7130 -0.117 0.049 0.059
C -0.3539 -1.2480 3.8624 0.097 -0.089 -0.176
Cl 1.1008 -0.8979 4.8344 0.064 0.017 0.045
Cl -0.4290 -3.0152 3.6709 -0.020 0.085 -0.044
C -0.3068 -0.5477 2.5238 0.120 0.156 0.291
N 0.0185 0.6672 2.3665 -0.217 -0.023 0.227
```
Positions in Å, forces in eV/Å.

Atomic charges from the Mulliken analysis, expressed in e, are listed below: number 1, Zr, carries -0.550; number 2, C, carries -0.784; number 3, C, carries -0.641; number 4, C, carries -0.214; number 5, C, carries 0.393; number 6, C, carries -0.156; number 7, N, carries -0.412; number 8, C, carries 0.298; number 9, C, carries 0.251; number 10, C, carries -0.287; number 11, C, carries -0.714; number 12, C, carries -0.611; number 13, C, carries -0.303; number 14, C, carries 0.079; number 15, C, carries 0.468; number 16, N, carries -0.573; number 17, C, carries -0.146; number 18, N, carries 0.201; number 19, C, carries -0.547; number 20, N, carries -0.273; number 21, C, carries -0.448; number 22, N, carries -0.110; number 23, C, carries 0.038; number 24, N, carries -0.268; number 25, C, carries -0.642; number 26, N, carries -0.237; number 27, C, carries 0.155; number 28, C, carries 0.077; number 29, C, carries 0.266; number 30, C, carries -0.012; number 31, C, carries -0.774; number 32, C, carries -0.610; number 33, C, carries -0.389; number 34, C, carries 0.179; number 35, C, carries 0.172; number 36, C, carries -0.262; number 37, C, carries -0.705; number 38, C, carries -0.634; number 39, C, carries -0.126; number 40, C, carries 0.324; number 41, N, carries -0.363; number 42, H, carries 0.386; number 43, H, carries 0.391; number 44, H, carries 0.578; number 45, H, carries 0.530; number 46, H, carries 0.391; number 47, H, carries 0.394; number 48, H, carries 0.555; number 49, H, carries 0.559; number 50, H, carries 0.521; number 51, H, carries 0.401; number 52, H, carries 0.396; number 53, H, carries 0.544; number 54, H, carries 0.542; number 55, H, carries 0.390; number 56, H, carries 0.397; number 57, H, carries 0.560; number 58, C, carries -1.220; number 59, C, carries 0.188; number 60, N, carries 0.117; number 61, O, carries -0.510; number 62, C, carries 0.452; number 63, C, carries -1.689; number 64, N, carries 0.802; number 65, O, carries -0.459; number 66, H, carries 0.401; number 67, H, carries 0.357; number 68, H, carries 0.205; number 69, H, carries 0.382; number 70, H, carries 0.377; number 71, H, carries 0.328; number 72, H, carries 0.337; number 73, C, carries -1.543; number 74, C, carries 0.352; number 75, S, carries -0.122; number 76, C, carries 0.513; number 77, C, carries -1.333; number 78, S, carries -0.091; number 79, H, carries 0.439; number 80, H, carries 0.200; number 81, H, carries 0.395; number 82, H, carries 0.401; number 83, H, carries 0.069; number 84, H, carries 0.325; number 85, Cl, carries -0.146; number 86, C, carries 0.902; number 87, Cl, carries -0.161; number 88, Cl, carries -0.120; number 89, C, carries 0.230; number 90, N, carries -0.022